ORCA calculation (ωB97M-V with the def2-TZVPD basis set) on a structure of composition C31H41ClN6O8S2Si2V at a distorted geometry.

```
92
C31H41ClN6O8S2Si2V (ωB97M-V with the def2-TZVPD basis set)
V -1.03858 0.72090 -0.20035
C -0.45961 2.76774 4.47577
Si 0.11067 2.02899 2.82028
C 1.67747 1.08014 3.24776
C 0.40679 3.57527 1.77521
C -1.17028 0.90098 2.06305
C -2.38831 1.72220 1.88059
C -3.40303 2.03040 2.79593
C -4.46097 2.81432 2.38189
C -4.51190 3.28512 1.07069
C -3.48479 2.93279 0.21661
N -2.46476 2.19079 0.62956
Si -1.40941 -0.70326 2.99042
C -1.40679 -0.56981 4.88584
C -0.01039 -1.91207 2.59296
C -3.08936 -1.48061 2.64421
H 0.36453 3.34997 4.90141
H -0.75552 2.02401 5.21809
H -1.29825 3.45371 4.32854
H 2.48881 1.77184 3.49517
H 1.99206 0.43737 2.42818
H 1.50534 0.45248 4.12652
H 1.41707 3.95781 1.95425
H -0.29953 4.35161 2.08297
H 0.29001 3.41048 0.70543
H -3.34332 1.65691 3.81025
H -5.25366 3.06164 3.07866
H -5.33335 3.89281 0.71793
H -3.45471 3.23365 -0.82416
H -0.43901 -0.27357 5.29652
H -1.64555 -1.56141 5.28372
H -2.16007 0.12554 5.26565
H 0.51934 -2.19699 3.50582
H 0.71011 -1.47422 1.90047
H -0.39491 -2.82823 2.13657
H -3.86422 -0.94498 3.20061
H -3.07789 -2.51163 3.01068
H -3.39183 -1.48781 1.59915
O -4.10118 -1.76822 -1.26508
C -2.99786 -1.42774 -0.87755
O -2.71475 -0.23130 -0.46735
C -1.89809 -2.46847 -0.82080
C -2.29115 -3.78331 -0.93251
C -1.34659 -4.80634 -0.92837
C 0.00443 -4.53550 -0.87645
C 0.39221 -3.21473 -0.80312
C -0.52125 -2.13046 -0.68627
O -0.09986 -0.94481 -0.43861
N 1.83693 -2.97343 -0.84251
O 2.24611 -1.94751 -1.35731
O 2.57601 -3.83852 -0.41050
N -1.77897 -6.19420 -1.02637
O -0.92355 -7.06458 -1.02425
O -2.97172 -6.41889 -1.10997
H -3.34525 -3.99344 -1.03528
H 0.73854 -5.32362 -0.90567
C -4.28323 -0.12992 -5.86078
C -3.25099 0.94232 -5.52020
C -2.01693 0.35102 -4.91124
N -2.00965 -0.20799 -3.75652
N -0.78389 -0.68173 -3.37993
C 0.12183 -0.49749 -4.28200
N 1.41331 -0.94004 -4.12795
S -0.45881 0.32152 -5.69362
H -5.19759 0.32134 -6.24997
H -4.53163 -0.70230 -4.96743
H -3.89710 -0.82280 -6.61091
H -3.66678 1.64246 -4.79338
H -2.98412 1.52164 -6.40664
H 1.63494 -1.16362 -3.16489
H 2.12175 -0.41445 -4.60908
Cl -0.68892 2.38070 -1.85309
C 7.88616 -0.43182 0.06837
C 6.48976 0.03734 -0.23280
C 5.68018 0.56613 0.76658
C 4.37825 0.96531 0.50159
C 3.87821 0.82994 -0.78112
C 4.66457 0.30013 -1.79230
C 5.96623 -0.08227 -1.51784
S 2.19582 1.29585 -1.16084
C 2.52139 3.04204 -1.43283
O 1.43326 1.24602 0.12889
H 8.18728 -0.14589 1.07583
H 8.60707 -0.01047 -0.63444
H 7.95571 -1.51908 -0.00465
H 6.06892 0.65572 1.77475
H 3.74236 1.35676 1.28388
H 4.25185 0.15971 -2.78491
H 6.57503 -0.51060 -2.30627
H 2.92892 3.46513 -0.51509
H 1.56155 3.49261 -1.67833
H 3.22911 3.14696 -2.25571
```

LUMO level (spin up / spin down) = 2.03 / 2.03 eV
orbital gap (spin up / spin down) = 7.7 / 7.8 eV
total charge = -1
multiplicity = 3
HOMO level (spin up / spin down) = -5.7 / -5.8 eV

ORCA calculation (ωB97M-V with the def2-TZVPD basis set) on a structure of composition C38H45BrN9O2V at a distorted geometry.

```
96
C38H45BrN9O2V (ωB97M-V with the def2-TZVPD basis set)
V -0.20392 0.77887 0.26209
C 12.25899 6.34238 0.04179
O 11.01280 7.00530 -0.16810
C 9.89423 6.26060 -0.12687
C 8.69618 6.94408 -0.34516
C 7.50150 6.26662 -0.32718
C 7.46845 4.88966 -0.08548
C 8.66354 4.21972 0.13041
C 9.87803 4.88909 0.11374
C 6.18233 4.19561 -0.07864
N 5.02470 4.70628 -0.45424
C 4.11895 3.70632 -0.26493
C 4.70811 2.56950 0.22552
N 6.03892 2.89822 0.33979
C 3.99054 1.37067 0.50117
C 4.52754 0.15501 0.95889
C 3.70108 -0.91805 1.16525
C 2.33340 -0.78775 0.92220
N 1.79410 0.34234 0.47996
C 2.60761 1.41416 0.27422
C 1.97233 2.61248 -0.22691
N 0.62351 2.55176 -0.40848
C 0.00249 3.60254 -0.92168
C 0.68190 4.77371 -1.27456
C 2.03305 4.85523 -1.06518
C 2.71091 3.74942 -0.52234
H 13.02308 7.10569 -0.04115
H 12.42438 5.57718 -0.71762
H 12.29624 5.89476 1.03602
H 8.73663 8.01096 -0.52535
H 6.57113 6.79362 -0.49663
H 8.67832 3.14782 0.30367
H 10.79376 4.34269 0.28124
H 6.78058 2.31962 0.69358
H 5.59070 0.06189 1.14926
H 4.08935 -1.86383 1.51843
H 1.65635 -1.61249 1.09360
H -1.07295 3.51829 -1.02835
H 0.12666 5.60159 -1.69415
H 2.59452 5.74981 -1.30555
C -2.45574 -3.19530 1.91674
N -1.89913 -3.17936 0.55946
C -2.06726 -4.39383 -0.24436
C -1.22910 -2.11356 0.10677
N -0.87017 -1.08180 0.81370
N -0.89877 -2.16495 -1.24913
C -0.46102 -1.13920 -2.05616
N -0.30118 -1.47989 -3.34134
N -0.22778 0.05909 -1.59928
H -3.41608 -3.70332 1.88679
H -2.64341 -2.18678 2.27360
H -1.80060 -3.71634 2.61506
H -2.58409 -5.12981 0.36160
H -1.10709 -4.82704 -0.53217
H -2.68659 -4.21825 -1.12802
H -1.12225 -1.17268 1.78764
H -1.09986 -3.03078 -1.71624
H -0.50549 -2.40034 -3.68942
H -0.01847 -0.78991 -4.01588
H 0.06809 0.69309 -2.33244
C -5.95542 2.66599 5.29701
C -4.54243 3.26895 5.26773
C -4.65092 4.79961 5.20066
C -3.81841 2.87692 6.55754
C -3.78121 2.78869 4.03056
C -2.43385 2.46597 4.07565
C -1.82587 2.07554 2.90029
Br 0.03427 1.58780 2.89233
C -2.45776 1.99096 1.67704
O -1.73969 1.58926 0.59307
C -3.80860 2.31145 1.60601
C -4.42455 2.69984 2.79120
C -4.56047 2.19100 0.27154
C -4.53783 0.72045 -0.17733
C -3.88954 3.06839 -0.80668
C -6.02529 2.62361 0.39520
H -6.41843 2.86439 6.26522
H -5.93232 1.58319 5.14881
H -6.60589 3.10326 4.53608
H -5.23305 5.17410 6.04648
H -5.14706 5.11882 4.28027
H -3.66240 5.26506 5.23422
H -4.43922 3.13944 7.41561
H -2.86987 3.40820 6.67480
H -3.62379 1.80137 6.60120
H -1.86482 2.51250 4.99458
H -5.47238 2.95984 2.75215
H -3.51354 0.35905 -0.30110
H -5.05846 0.61387 -1.13336
H -5.04736 0.08730 0.55523
H -3.03028 2.56282 -1.25020
H -3.55915 4.02315 -0.39051
H -4.59885 3.28400 -1.60829
H -6.57885 2.00887 1.10864
H -6.50924 2.51296 -0.57671
H -6.11836 3.67118 0.69394
```

LUMO level (spin up / spin down) = -5.50 / -5.60 eV
orbital gap (spin up / spin down) = 6.2 / 6.1 eV
total charge = +2
multiplicity = 3
ΔE to the lowest compared entry with this formula, charge and spin = 3.3 kJ/mol
HOMO level (spin up / spin down) = -11.7 / -11.7 eV

ORCA calculation (ωB97M-V with the def2-TZVPD basis set) on a cluster of 2 separate species, C3H11N2O2S in total.

```
19
C3H11N2O2S (ωB97M-V with the def2-TZVPD basis set)
N 1.25426 2.62078 -1.78999
C 0.31788 1.87224 -1.17334
O -0.33536 0.96401 -1.93759
O 0.02494 1.98929 -0.00378
H 1.72211 2.26989 -2.61121
H 1.81756 3.20013 -1.18431
H -0.24994 1.16894 -2.87784
C -0.86072 -1.20329 1.46373
C 0.43707 -1.60354 0.78377
S 1.11434 -3.03194 1.67845
N -1.53212 -0.11244 0.67800
H -0.67878 -0.80974 2.45807
H -1.54786 -2.04580 1.50485
H 1.13217 -0.76522 0.82389
H 0.25051 -1.87411 -0.25601
H 2.23567 -3.11641 0.95921
H -2.34696 0.21092 1.19979
H -1.86252 -0.44290 -0.22739
H -0.89225 0.70918 0.51168
```

LUMO level = -3.04 eV
orbital gap = 9.5 eV
total charge = +1
ΔE to the lowest compared entry with this formula, charge and spin = 0.0 kJ/mol
HOMO level = -12.5 eV

ORCA calculation (ωB97M-V with the def2-TZVPD basis set) on the molecule C6H10NO2P at a distorted geometry.

```
20
C6H10NO2P (ωB97M-V with the def2-TZVPD basis set)
C 2.02051 1.68776 1.29849
O 1.73458 1.03369 0.06289
P 0.95929 -0.57936 0.00645
C 1.28304 -1.18247 -1.67368
O 1.29224 -1.29908 1.21330
C -0.85619 -0.31736 0.04136
C -1.74096 -0.11788 -0.99959
C -2.96924 -0.47159 -0.41633
C -2.83680 -0.93088 0.85455
N -1.51095 -0.79463 1.18647
H 1.50414 2.60185 1.45983
H 3.11926 1.90523 1.33597
H 1.82347 1.09946 2.11181
H 2.16078 -1.69446 -1.82176
H 0.45956 -1.82731 -1.94346
H 1.25453 -0.21351 -2.24728
H -1.69692 0.53968 -1.90210
H -3.79705 -0.35622 -1.16764
H -3.60300 -1.18352 1.51886
H -1.00653 -0.82826 2.07833
```

LUMO level = 0.88 eV
SMILES string = CO[P@@](C)(=O)c1ccc[nH]1
orbital gap = 9.6 eV
ΔE to the lowest compared entry with this formula, charge and spin = 0.0 kJ/mol
HOMO level = -8.7 eV

ORCA calculation (ωB97M-V with the def2-TZVPD basis set) on the ion C11H17N2O2 with charge +1 at a distorted geometry.

```
32
C11H17N2O2 (ωB97M-V with the def2-TZVPD basis set)
C 0.51073 1.29598 -2.66717
C 0.24742 0.50584 -1.64732
C -0.01944 -0.95487 -1.54547
C -0.57175 -1.66673 -2.53275
C -0.82042 -3.18278 -2.55766
C 0.20614 -1.56315 -0.18836
C -0.30294 -1.19078 1.26204
C -0.14754 0.31050 1.47060
N -0.14653 0.97551 2.58786
C -0.07657 0.30544 3.84085
C -0.04404 1.18137 -0.05674
O -1.24545 1.90618 -0.17585
N 1.13543 1.96080 0.19789
C 1.14832 3.13052 0.82412
O 2.06888 3.61466 1.37912
H 0.77485 2.37136 -2.75237
H 0.48453 0.89425 -3.74109
H -0.68245 -1.14434 -3.53686
H 0.23213 -3.70384 -2.45755
H -1.38570 -3.46641 -3.54837
H -1.45603 -3.43451 -1.68067
H 0.03946 -2.68333 -0.31201
H 1.27927 -1.57739 -0.10792
H -1.33206 -1.43915 1.24973
H 0.15537 -1.69609 2.07358
H -0.25961 2.08676 2.60998
H -1.06518 0.50294 4.19536
H 0.09521 -0.83577 3.65832
H 0.70163 0.69849 4.42781
H -1.53931 1.87547 -1.04151
H 1.87018 1.29060 0.08175
H 0.14544 3.63246 0.69067
```

LUMO level = -4.19 eV
SMILES string = C=C1/C(=C/C)CC/C(=[NH+]\C)[C@@]1(O)NC=O
orbital gap = 8.2 eV
total charge = +1
ΔE to the lowest compared entry with this formula, charge and spin = 356.5 kJ/mol
HOMO level = -12.4 eV

ORCA calculation (ωB97M-V with the def2-TZVPD basis set) on a structure of composition C28H52Br2Cl3FMgN3Na2O4P at a distorted geometry.

```
97
C28H52Br2Cl3FMgN3Na2O4P (ωB97M-V with the def2-TZVPD basis set)
C 2.76656 0.55922 -3.52991
C 2.68444 -0.63450 -3.46999
C 2.22359 -2.02444 -3.59488
C 1.45288 -2.56924 -2.35883
C 2.16505 -2.30472 -1.14064
N 2.52034 -2.00616 -0.09280
P 1.50726 -4.46542 -2.44394
N 1.32316 -5.13657 -1.01276
C -0.06774 -2.13089 -2.31743
C -0.34635 -1.17407 -3.42036
N -0.65211 -0.46238 -4.26575
C -0.44024 -1.38095 -1.01135
C 0.05075 0.07578 -0.93018
C -1.04229 1.11619 -1.22164
C -0.83456 2.46111 -0.53928
C 0.51083 3.12294 -0.87210
C 1.65507 2.75804 0.11614
C 2.06787 3.90657 1.03851
C 1.77007 3.68993 2.53656
C 2.26349 2.33886 3.09297
C 1.08250 1.35086 3.29503
C 1.21932 0.48724 4.55211
O -0.78461 -3.31346 -2.32756
C -1.87945 -3.44455 -3.26888
C -3.12644 -2.64244 -2.92120
H 2.76252 1.61916 -3.57024
H 3.14599 -2.61053 -3.66804
H 1.70684 -2.19036 -4.53578
H 2.81031 -4.75271 -2.91845
H 0.62342 -4.85742 -3.46258
H 2.21118 -5.62187 -0.85305
H -1.52693 -1.32766 -1.05294
H -0.20735 -1.98882 -0.13975
H 0.90431 0.27656 -1.58006
H 0.40559 0.22802 0.09310
H -2.03580 0.74137 -0.97924
H -1.03713 1.31262 -2.29614
H -1.02859 2.43171 0.53771
H -1.60301 3.13127 -0.93913
H 0.77481 2.84078 -1.89178
H 0.43078 4.21720 -0.87508
H 2.50384 2.40105 -0.46498
H 1.30464 1.92144 0.70922
H 3.13889 4.08882 0.94089
H 1.55456 4.82803 0.72017
H 0.70725 3.85252 2.74196
H 2.30309 4.48401 3.08413
H 2.84695 2.43967 4.00430
H 2.89442 1.88850 2.32557
H 0.11764 1.85465 3.31676
H 1.06443 0.66531 2.44620
H 1.32048 1.10430 5.44371
H 0.27991 -0.05477 4.67675
H 1.99173 -0.27527 4.47506
H -1.60493 -3.33068 -4.31471
H -2.19723 -4.47355 -3.19430
H -3.09692 -1.63833 -3.34941
H -3.22699 -2.51673 -1.84103
H -3.98949 -3.20567 -3.26057
C 3.21389 -1.42971 8.72274
C 4.32061 -0.71711 7.94844
C 3.49574 0.10264 6.94717
O 2.26801 0.41197 7.57601
C 2.12640 -0.36643 8.77351
H 3.52121 -1.76703 9.70984
H 2.86523 -2.29675 8.15841
H 4.87400 -0.04917 8.61511
H 5.03449 -1.39260 7.47983
H 3.27774 -0.47851 6.03677
H 3.99447 1.04227 6.65086
H 2.26088 0.29957 9.63049
H 1.12255 -0.78653 8.81614
Na 0.94062 6.48367 1.45308
C -4.36086 1.39924 -3.19036
C -5.18051 1.04765 -1.95844
C -6.65355 1.38322 -2.18390
O -4.68659 1.77029 -0.81655
H -4.42992 2.47194 -3.40519
H -3.30726 1.16932 -3.03244
H -4.70808 0.84536 -4.06347
H -5.06610 -0.00676 -1.73236
H -6.74514 2.47285 -2.36567
H -7.24924 1.15529 -1.30628
H -7.11474 0.82081 -3.09608
H -4.78259 2.70902 -1.00770
F -2.64565 -4.86760 -5.10778
Mg 5.59875 0.52297 5.90734
O -4.99496 -5.76185 -5.64547
H -4.09278 -6.13374 -5.71010
Br -7.24253 -0.95984 -2.88246
Na 3.13972 -3.19925 1.68127
C -0.42885 2.50961 -6.22158
Cl 0.16327 3.91290 -5.30762
Cl -2.18195 2.51855 -6.31576
Cl 0.29480 2.47010 -7.82908
H -0.13049 1.61273 -5.69032
Br -0.84924 -4.57864 0.54151
```

LUMO level = -3.57 eV
orbital gap = 1.6 eV
HOMO level = -5.1 eV